This record from OMol25 describes a molecular structure, C2H8SSi at a distorted geometry. The level of theory is the ωB97M-V functional and the def2-TZVPD basis.

Values from the calculation:
- HOMO-LUMO gap: 8.880 eV
- Net charge: 0
- Energy relative to the best compared isomer or geometry (same formula, charge and spin): 30.1 kcal per mole

Structure (XYZ):
```
12
Properties=species:S:1:pos:R:3:forces:R:3:nbo_charge:R:1
C 1.603625 -0.057025 0.299890 -3.1 -0.9 -0.4 -1.090
C -1.437673 -0.861465 0.419926 1.3 -0.4 -0.7 -1.133
Si -0.058851 -0.227288 -0.704145 1.0 2.3 1.1 1.343
S -0.806828 2.400938 -1.035817 0.6 -2.2 0.1 -0.575
H 1.429032 0.950002 0.689881 1.2 -0.2 0.1 0.258
H 1.417338 -0.844915 1.041832 0.3 0.4 0.4 0.226
H 2.424111 -0.397220 -0.297457 0.8 0.8 -0.2 0.247
H -2.339571 -0.536413 -0.087849 -0.5 0.4 1.0 0.262
H -1.470839 -1.937500 0.462265 0.1 -0.7 -0.5 0.245
H -1.134226 -0.649394 1.461932 -0.9 0.9 -0.5 0.261
H 0.273232 -0.902078 -1.974192 -0.6 0.1 -0.2 -0.179
H 0.100651 3.062360 -0.276268 -0.1 -0.5 -0.1 0.135
```
Positions in Å, forces in eV/Å.

***

This record from OMol25 describes 2 unconnected molecules or ions with the total composition C2H8Si2 at a distorted geometry. The level of theory is the ωB97M-V functional and the def2-TZVPD basis.

Values from the calculation:
- HOMO-LUMO gap: 7.255 eV
- Net charge: 0
- Energy relative to the best compared isomer or geometry (same formula, charge and spin): 71.8 kcal per mole

Structure (XYZ):
```
12
Properties=species:S:1:pos:R:3:forces:R:3:nbo_charge:R:1
C 0.541768 1.616286 0.050328 2.4 -2.7 -0.6 -0.319
C 0.720789 0.432353 0.634821 3.2 0.7 -3.1 -0.572
Si 1.663873 -1.132304 0.038420 -1.0 0.3 -0.6 0.808
Si -2.908236 -0.450772 0.079722 0.3 -0.8 1.0 0.539
H -0.239243 2.194281 0.261874 -3.2 2.4 1.2 0.179
H 1.128128 1.988862 -0.763546 0.6 0.0 -0.3 0.190
H 0.076250 0.010098 1.275168 -2.6 -0.6 2.8 0.196
H 0.559970 -1.972114 0.531447 0.2 -0.7 0.0 -0.173
H 1.583140 -1.231052 -1.445348 0.2 0.2 0.1 -0.163
H 2.969331 -1.702613 0.440416 0.0 0.5 0.3 -0.143
H -2.681394 -0.726412 -1.393966 -0.3 0.8 -0.1 -0.268
H -3.414376 0.973390 0.290665 0.1 0.0 -0.9 -0.273
```
Positions in Å, forces in eV/Å.

***

This record from OMol25 describes a gas-phase ion, C2H9BNO2 (charge +1) at a distorted geometry. The level of theory is the ωB97M-V functional and the def2-TZVPD basis.

Values from the calculation:
- HOMO-LUMO gap: 12.709 eV
- SMILES: C[NH2+]CB(O)O
- Net charge: +1
- Energy relative to the best compared isomer or geometry (same formula, charge and spin): 44.4 kcal per mole

Structure (XYZ):
```
15
Properties=species:S:1:pos:R:3:forces:R:3:nbo_charge:R:1
C -1.561859 0.080195 -0.821005 0.0 3.8 0.3 -0.422
N -1.296262 -0.019910 0.606627 2.3 -2.3 6.3 -0.575
C 0.234117 -0.855594 0.819808 -1.0 1.1 -3.8 -0.476
B 1.420672 0.060406 0.060891 -1.6 0.7 0.2 1.078
O 1.158324 1.391275 0.034617 -0.1 0.8 0.6 -0.918
O 2.357981 -0.553075 -0.621744 -2.6 -2.7 1.3 -0.875
H -0.562531 0.341934 -1.223456 -1.0 -0.2 -0.4 0.235
H -2.008770 -0.758022 -1.306032 -0.3 -0.7 0.2 0.251
H -2.211204 1.014460 -0.842964 0.6 -1.3 -0.9 0.240
H -1.086345 0.857873 1.229234 -0.5 -1.3 -2.5 0.462
H -2.019634 -0.512231 1.304255 1.6 0.9 -2.6 0.453
H 0.498802 -0.998712 1.835072 -0.5 -0.4 1.1 0.245
H 0.110542 -1.765269 0.154405 -0.1 0.8 1.4 0.248
H 1.803406 2.050287 -0.270487 -0.2 -0.5 0.0 0.525
H 3.162761 -0.333622 -0.959220 3.2 1.4 -1.4 0.527
```
Positions in Å, forces in eV/Å.

***

Question: Look up the HOMO-LUMO gap of the third one.
Answer: 12.709 eV

***

Question: What is the net charge in the third record?
Answer: +1

***

Question: The lowest energy relative to the best compared isomer or geometry (same formula, charge and spin) belongs to which entry?
Answer: C2H8SSi

***

Question: What is the HOMO-LUMO gap in the third record?
Answer: 12.709 eV